Entry 1:
Computed, not measured: C21H39BrGeIrN3SSi3 as an isolated structure, with ωB97M-V/def2-TZVPD.

Geometry (Å):
Ir 0.031 0.112 -1.597
C 4.662 -2.776 -2.731
C 3.164 -2.710 -2.703
C 2.366 -3.693 -3.292
C 0.980 -3.586 -3.287
C 0.442 -2.482 -2.675
Br -1.422 -2.115 -2.637
N 1.168 -1.525 -2.088
C 2.510 -1.642 -2.104
H 5.008 -3.795 -2.889
H 5.100 -2.402 -1.806
H 5.048 -2.166 -3.550
H 2.830 -4.548 -3.769
H 0.348 -4.329 -3.756
H 3.063 -0.840 -1.631
N -3.164 6.403 -2.865
C -3.071 5.273 -3.504
S -3.601 5.037 -5.087
C -2.411 4.091 -2.854
C -3.065 2.866 -2.777
C -2.393 1.781 -2.240
N -1.125 1.854 -1.796
C -0.510 3.053 -1.844
C -1.112 4.186 -2.362
H -3.561 7.234 -3.296
H -2.881 6.492 -1.897
H -4.081 2.739 -3.130
H -2.873 0.815 -2.188
H 0.507 3.095 -1.477
H -0.545 5.107 -2.414
C 0.552 -2.670 3.423
Si 0.029 -2.947 1.683
C 1.284 -3.758 0.607
C -1.731 -3.414 1.400
Ge -0.037 -0.359 0.715
Si -2.216 0.575 1.984
C -1.883 2.392 1.893
C -2.220 -0.127 3.682
C -3.514 -0.065 0.826
Si 2.098 0.765 1.982
C 1.513 1.216 3.664
C 3.352 -0.586 1.879
C 2.331 2.162 0.789
H 0.512 -3.653 3.912
H -0.110 -2.010 3.984
H 1.581 -2.320 3.502
H 1.328 -4.805 0.938
H 2.281 -3.337 0.742
H 1.020 -3.769 -0.451
H -1.808 -4.490 1.604
H -2.062 -3.256 0.374
H -2.409 -2.910 2.088
H -1.005 2.688 2.469
H -2.748 2.894 2.346
H -1.785 2.755 0.870
H -1.331 0.119 4.264
H -2.387 -1.204 3.697
H -3.076 0.333 4.195
H -3.186 -0.110 -0.213
H -4.380 0.604 0.881
H -3.848 -1.059 1.123
H 1.210 0.347 4.249
H 0.716 1.960 3.666
H 2.372 1.665 4.182
H 3.271 -1.266 2.728
H 4.344 -0.121 1.925
H 3.306 -1.165 0.957
H 1.465 2.827 0.764
H 2.571 1.813 -0.218
H 3.187 2.753 1.138

For the molar mass, the calculation gives 794.6 g mol⁻¹. Its net charge is +4. Its spin multiplicity is 5. The value obtained for the gap between HOMO and LUMO (spin up / spin down) is 6.922 / 5.883 eV. As for the maximum force: 0.003 Eh/bohr. The value obtained for the HOMO energy (spin up / spin down) is -18.739 / -19.643 eV. The expectation value of S² is 6.01.

Entry 2:
Computed, not measured: a 2-piece molecular cluster, C21H39F4N2O6PSi2 overall in a non-equilibrium geometry, with ωB97M-V/def2-TZVPD.

Geometry (Å):
C 3.429 -0.313 3.342
N 2.213 -0.625 2.543
C 1.075 0.064 2.789
C 0.965 0.991 3.970
N 0.037 0.328 4.905
C -0.070 -0.107 2.011
Si -1.741 0.887 2.204
C -1.852 2.276 3.442
C -2.215 1.672 0.569
C -3.047 -0.382 2.687
C 0.022 -1.045 0.996
C -1.161 -1.378 0.106
O -1.929 -2.261 0.398
O -1.167 -0.674 -1.024
P -2.572 -0.718 -2.025
O -2.247 0.676 -2.767
O -1.916 -1.709 -3.131
C 1.182 -1.792 0.747
C 1.159 -2.745 -0.417
C 1.235 -2.011 -1.791
O 2.509 -2.208 -2.372
Si 2.612 -2.510 -4.022
C 4.322 -1.945 -4.518
C 2.510 -4.348 -4.346
C 1.354 -1.557 -5.012
C 2.261 -1.597 1.573
C 3.479 -2.526 1.401
F 2.998 -3.796 1.492
F 4.380 -2.444 2.401
C 4.248 -2.349 0.041
F 5.475 -1.839 0.327
F 4.409 -3.546 -0.533
H 3.384 0.713 3.669
H 4.286 -0.345 2.683
H 3.542 -1.008 4.164
H 1.903 1.194 4.472
H 0.559 1.944 3.644
H 0.387 -0.592 5.143
H -0.026 0.870 5.758
H -1.868 1.956 4.480
H -1.119 3.069 3.287
H -2.814 2.753 3.227
H -1.374 1.572 -0.125
H -3.062 1.145 0.128
H -2.411 2.740 0.681
H -2.695 -1.411 2.683
H -3.944 -0.275 2.081
H -3.325 -0.167 3.722
H -2.201 1.405 -2.128
H -2.614 -2.183 -3.599
H 1.969 -3.464 -0.427
H 0.234 -3.320 -0.383
H 0.425 -2.359 -2.435
H 1.067 -0.942 -1.641
H 5.037 -2.148 -3.718
H 4.349 -0.877 -4.736
H 4.651 -2.491 -5.402
H 2.922 -4.515 -5.343
H 1.493 -4.736 -4.305
H 3.151 -4.883 -3.644
H 1.665 -1.640 -6.057
H 1.351 -0.501 -4.747
H 0.351 -1.977 -4.943
H 3.759 -1.641 -0.622
C -5.479 5.095 0.657
C -4.199 5.879 0.287
C -4.128 5.933 -1.256
O -3.095 5.297 0.810
H -5.407 4.070 0.278
H -5.592 5.057 1.743
H -6.390 5.550 0.239
H -4.385 6.932 0.618
H -4.040 4.919 -1.658
H -3.255 6.509 -1.570
H -5.018 6.402 -1.702

For the molar mass, the calculation gives 578.7 g mol⁻¹. Its net charge is 0. The value obtained for the gap between HOMO and LUMO is 2.496 eV. As for the maximum force: 0.025 Eh/bohr. The value obtained for the HOMO energy is -4.626 eV.

Entry 3:
Computed, not measured: C21H39FGeN4O2Zn as an isolated structure in a non-equilibrium geometry, with ωB97M-V/def2-TZVPD.

Geometry (Å):
Zn -1.310 2.420 -2.284
N 0.751 3.391 -2.010
C 1.598 2.672 -1.045
C 2.436 3.645 -0.199
C 3.707 3.031 0.420
C 3.857 3.321 1.916
N 2.955 2.469 2.678
C 3.071 2.162 3.959
N 2.228 1.280 4.506
N 4.005 2.712 4.731
C 0.764 1.675 -0.216
O 1.121 1.300 0.886
O -0.279 1.199 -0.812
H 1.275 3.558 -2.867
H 0.524 4.311 -1.629
H 2.278 2.020 -1.611
H 1.803 4.069 0.583
H 2.739 4.461 -0.856
H 4.594 3.422 -0.083
H 3.717 1.949 0.278
H 3.645 4.378 2.118
H 4.891 3.117 2.208
H 2.228 2.012 2.119
H 1.502 0.844 3.965
H 2.266 1.080 5.491
H 4.623 3.430 4.394
H 4.104 2.436 5.694
F -5.973 -2.192 -1.118
C -5.329 -1.046 -1.366
C -4.629 -0.912 -2.555
C -3.970 0.274 -2.801
C -3.994 1.322 -1.877
C -3.344 2.616 -2.198
C -4.678 1.141 -0.675
C -5.355 -0.039 -0.416
H -4.624 -1.719 -3.268
H -3.444 0.408 -3.737
H -3.550 3.366 -1.433
H -3.690 2.995 -3.156
H -4.711 1.942 0.047
H -5.914 -0.177 0.496
C -2.166 -3.840 -0.723
C -2.993 -3.385 0.468
C -2.218 -2.521 1.461
C -1.930 -1.088 1.004
Ge -0.670 -0.891 -0.558
C 1.259 -1.462 -0.656
C 1.474 -2.963 -0.819
C 2.939 -3.255 -1.141
C 3.204 -4.754 -1.186
H -2.768 -4.438 -1.402
H -1.321 -4.438 -0.389
H -1.791 -2.987 -1.299
H -3.341 -4.272 0.996
H -3.873 -2.839 0.132
H -1.286 -3.031 1.715
H -2.816 -2.436 2.373
H -1.475 -0.541 1.833
H -2.860 -0.582 0.734
H -1.342 -0.744 -1.943
H 1.772 -1.108 0.240
H 1.680 -0.941 -1.521
H 0.847 -3.358 -1.623
H 1.201 -3.481 0.102
H 3.575 -2.799 -0.381
H 3.193 -2.807 -2.104
H 3.026 -5.200 -0.210
H 4.235 -4.949 -1.467
H 2.557 -5.235 -1.914

For the molar mass, the calculation gives 536.6 g mol⁻¹. Its net charge is +2. The value obtained for the gap between HOMO and LUMO is 7.465 eV. As for the maximum force: 0.021 Eh/bohr. The value obtained for the HOMO energy is -12.948 eV. As for the energy relative to the best compared isomer or geometry (same formula, charge and spin): 30.17 kJ/mol.